{
  "formula": "C36H52AsBClN6O4PtS3",
  "method": "ωB97M-V with the def2-TZVPD basis set",
  "total_charge": 3,
  "s2": 6.051,
  "spin_multiplicity": 5,
  "e_homo_ev": [-14.75, -14.96],
  "largest_force_ha_per_bohr": 0.006,
  "orbital_gap_ev": [6.23, 3.50],
  "relative_energy_ev": 0.2663,
  "species": ["C", "H", "H", "As", "H", "H", "B", "H", "C", "H", "H", "O", "H", "H", "H", "H", "C", "C", "H", "C", "N", "H", "H", "C", "H", "H", "H", "H", "C", "C", "H", "C", "H", "H", "C", "C", "H", "C", "C", "H", "N", "C", "H", "Pt", "S", "N", "H", "H", "N", "C", "H", "H", "H", "H", "H", "C", "C", "N", "C", "H", "O", "C", "H", "H", "C", "S", "H", "H", "H", "H", "C", "H", "C", "C", "H", "S", "C", "C", "H", "C", "C", "H", "C", "C", "H", "Cl", "N", "C", "C", "H", "C", "H", "H", "H", "H", "C", "C", "H", "O", "C", "H", "C", "O", "H", "H"],
  "coordinates": [[-0.998, 4.949, -3.597], [-2.600, -0.766, 7.993], [1.191, 1.059, 8.502], [-0.915, 0.866, 7.133], [-2.340, -3.892, -5.329], [-2.872, 2.092, 8.134], [0.245, -0.075, -0.779], [-4.534, 3.292, -0.291], [-0.973, 3.443, -3.902], [-3.652, -3.844, -4.128], [1.196, 3.293, -3.769], [1.474, -2.652, 3.406], [-3.066, 3.357, -4.565], [-1.897, 3.662, -5.841], [-3.237, -0.142, -3.350], [-4.218, -1.574, -2.968], [-1.743, 1.302, -0.335], [1.962, -0.902, -5.236], [4.636, 2.452, 0.228], [3.618, 0.966, -5.414], [1.678, 0.114, -1.343], [-1.263, -0.316, -4.924], [5.310, -0.919, -4.317], [3.008, 0.077, -3.179], [-1.985, 5.293, -3.285], [-2.085, -0.057, 10.327], [-3.804, -2.984, -5.652], [0.438, 1.989, -4.695], [0.506, -1.779, 8.943], [-0.717, -1.096, 9.024], [-0.735, 5.502, -4.498], [-0.335, -0.708, 11.375], [2.225, -2.469, 10.010], [1.538, 0.362, 6.891], [-0.355, -3.778, -1.645], [-3.101, -3.259, -4.867], [5.864, 1.710, -0.805], [3.892, 0.934, -1.086], [2.631, 0.594, -0.550], [-1.507, 3.194, 7.838], [-1.119, -1.222, -2.449], [-1.128, -0.560, 10.253], [-3.710, 2.627, 1.127], [0.318, -0.385, 1.285], [-1.857, 0.399, 1.146], [-0.675, 1.107, -1.104], [-4.303, -0.844, -4.571], [-0.392, -5.906, -1.801], [-0.359, -1.393, -1.419], [4.967, 1.515, -0.223], [-0.177, -5.305, -0.151], [4.989, 0.895, -2.901], [1.232, 2.109, 7.063], [0.815, -2.207, 7.996], [3.785, 0.701, -6.458], [0.978, 1.118, 7.436], [-2.457, 2.914, -1.890], [1.840, -0.178, -2.633], [3.226, -0.297, -4.631], [-3.158, 3.656, -2.249], [0.878, -0.443, 4.005], [-3.962, 2.446, 0.081], [-1.499, -4.435, -3.322], [4.532, -1.617, -5.729], [1.293, -1.925, 10.067], [0.858, -2.658, 0.542], [4.541, 1.415, -5.045], [1.675, -1.824, -4.725], [1.497, -1.498, 12.162], [-2.055, 2.035, -5.173], [-1.265, 2.678, -2.627], [4.128, -2.223, -4.122], [-2.068, 3.098, -4.924], [0.078, -5.134, -1.198], [-1.471, 2.115, 9.244], [2.272, 0.733, 1.151], [-2.506, -1.987, -4.266], [-1.689, -1.234, -5.332], [-2.349, -0.975, -6.160], [-2.728, 2.237, -0.735], [-1.161, -3.581, -2.752], [-0.880, -1.852, -5.725], [4.369, -1.324, -4.692], [-1.793, 2.210, 8.208], [1.162, -5.235, -1.291], [0.431, -1.821, 3.916], [-0.403, 1.777, -2.231], [0.878, -1.383, 11.282], [0.391, 3.056, -4.468], [-1.367, -1.641, 7.025], [0.015, -2.609, -0.939], [-0.663, -0.312, 12.327], [-0.277, 5.210, -2.820], [1.123, -0.208, -5.185], [-4.598, 1.558, 0.047], [-1.574, -2.298, -3.118], [4.046, 0.671, -2.419], [2.148, -1.139, -6.283], [-0.674, -1.822, 2.898], [-1.537, -0.913, 7.809], [0.565, 3.612, -5.389], [-3.632, -1.079, -3.745], [-0.077, -2.265, 5.160], [2.828, 1.718, -5.378], [5.224, 0.831, 0.588]],
  "forces_ev_per_angstrom": [[0.0, 0.0, 0.0], [0.0, 0.0, 0.0], [0.0, 0.0, 0.0], [-0.1, -0.1, 0.2], [0.0, 0.0, 0.0], [0.0, 0.0, 0.0], [0.0, 0.0, 0.0], [0.0, 0.0, 0.0], [0.0, 0.0, 0.0], [0.0, 0.0, 0.0], [0.0, 0.0, 0.0], [0.0, 0.0, 0.1], [0.0, 0.0, 0.0], [0.0, 0.0, 0.0], [0.0, 0.0, 0.0], [0.0, 0.0, 0.0], [0.0, 0.0, 0.0], [0.0, 0.0, 0.0], [0.0, 0.0, 0.0], [0.0, 0.0, 0.0], [0.0, 0.0, 0.0], [0.0, 0.0, 0.0], [0.0, 0.0, 0.0], [0.0, 0.0, 0.0], [0.0, 0.0, 0.0], [0.0, 0.0, 0.0], [0.0, 0.0, 0.0], [0.0, 0.0, 0.0], [0.0, 0.0, 0.0], [0.0, 0.0, 0.1], [0.0, 0.0, 0.0], [0.0, 0.0, 0.0], [0.0, 0.0, 0.0], [0.0, 0.0, 0.0], [0.0, 0.0, 0.0], [0.0, 0.0, 0.0], [0.0, 0.0, 0.0], [0.0, 0.0, 0.0], [0.0, 0.0, 0.0], [0.0, 0.0, 0.0], [0.0, 0.0, 0.0], [0.0, 0.0, 0.0], [0.0, 0.0, 0.0], [-0.1, -0.2, 0.0], [0.0, 0.0, 0.0], [0.0, 0.0, 0.0], [0.0, 0.0, 0.0], [0.0, 0.0, 0.0], [0.0, 0.0, 0.0], [0.0, 0.0, 0.0], [0.0, 0.0, 0.0], [0.0, 0.0, 0.0], [0.0, 0.0, 0.0], [0.0, 0.0, 0.0], [0.0, 0.0, 0.0], [0.0, 0.0, 0.0], [0.0, 0.0, 0.0], [0.0, 0.0, 0.0], [0.0, 0.0, 0.0], [0.0, 0.0, 0.0], [0.0, 0.1, -0.2], [0.0, 0.0, 0.0], [0.0, 0.0, 0.0], [0.0, 0.0, 0.0], [0.0, 0.0, 0.0], [0.0, 0.0, 0.0], [0.0, 0.0, 0.0], [0.0, 0.0, 0.0], [0.0, 0.0, 0.0], [0.0, 0.0, 0.0], [0.0, 0.0, 0.0], [0.0, 0.0, 0.0], [0.0, 0.0, 0.0], [0.0, 0.0, 0.0], [0.0, 0.0, 0.0], [0.0, 0.1, 0.0], [0.0, 0.0, 0.0], [0.0, 0.0, 0.0], [0.0, 0.0, 0.0], [0.0, 0.0, 0.0], [0.0, 0.0, 0.0], [0.0, 0.0, 0.0], [0.0, 0.0, 0.0], [0.1, 0.1, 0.0], [0.0, 0.0, 0.0], [0.3, 0.0, 0.2], [0.0, 0.0, 0.0], [0.0, 0.0, 0.0], [0.0, 0.0, 0.0], [0.0, 0.0, 0.0], [0.0, 0.0, 0.0], [0.0, 0.0, 0.0], [0.0, 0.0, 0.0], [0.0, 0.0, 0.0], [0.0, 0.0, 0.0], [0.0, 0.0, 0.0], [0.0, 0.0, 0.0], [0.0, 0.0, 0.0], [-0.1, 0.1, 0.0], [0.0, 0.1, -0.1], [0.0, 0.0, 0.0], [0.0, 0.0, 0.0], [-0.1, -0.1, -0.1], [0.0, 0.0, 0.0], [0.0, 0.0, 0.0]],
  "lowdin_charge": [-0.0213, 0.0922, 0.0479, 1.3336, 0.0970, 0.0414, -0.7684, 0.0997, -0.5437, 0.1016, 0.0894, -0.3468, 0.0897, 0.1044, 0.0674, 0.0985, -0.5383, -0.0533, 0.1018, -0.0119, -0.0082, 0.0607, 0.0893, -0.1610, 0.0872, 0.1206, 0.1047, 0.0595, -0.0441, -0.3378, 0.1022, -0.0425, 0.1186, 0.0314, -0.1874, -0.0363, 0.1008, -0.2078, -0.5144, 0.0404, 0.2335, -0.0437, 0.0883, 0.7828, 0.8002, -0.0113, 0.1035, 0.1041, 0.0089, -0.0238, 0.1004, 0.1416, 0.0416, 0.1186, 0.1053, -0.2543, 0.1044, 0.2083, -0.5418, 0.1403, -0.3995, -0.0271, 0.1379, 0.1034, -0.0439, 1.0425, 0.0896, 0.0811, 0.1205, 0.0772, -0.1722, 0.0950, -0.0161, -0.0134, 0.0396, 0.8314, -0.5337, -0.0199, 0.1071, -0.2166, 0.1211, 0.0905, -0.0195, -0.2681, 0.1129, 0.6519, 0.2067, -0.0319, -0.0551, 0.0525, -0.5024, 0.1202, 0.0984, 0.0583, 0.1045, -0.1211, 0.1121, 0.1046, -0.5132, -0.2541, 0.1026, -0.0198, -0.2752, 0.0777, 0.0998]
}